Here is a structure of composition C40H41NO4P2Ti from OMol25. Energies are from wB97M-V/def2-TZVPD.

Element x y z (Å)
Ti1 1.01124 -0.45239 0.46087
O1 4.00964 0.88661 -0.68073
C1 3.19914 1.09151 0.21647
O2 2.67164 0.14031 0.90717
C2 2.64924 2.45471 0.52977
P1 0.82334 2.12451 0.29267
C3 0.04864 3.23821 1.49997
C4 0.56684 4.49641 1.81047
C5 -0.06096 5.27311 2.76887
C6 -1.18236 4.79821 3.43177
C7 -1.68716 3.53981 3.13697
C8 -1.07586 2.76061 2.17057
C9 0.64984 2.82511 -1.38563
C10 0.29524 4.14821 -1.62013
C11 0.25554 4.62321 -2.92113
C12 0.55344 3.78231 -3.98223
C13 0.89244 2.45841 -3.74953
C14 0.93964 1.97541 -2.45413
H1 3.05434 3.22341 -0.13333
H2 2.83604 2.69851 1.58067
H3 1.45224 4.86551 1.31347
H4 0.33194 6.25171 3.00287
H5 -1.65946 5.40931 4.18317
H6 -2.55106 3.16221 3.66297
H7 -1.46556 1.77421 1.93697
H8 0.04304 4.79761 -0.79543
H9 -0.01416 5.65131 -3.10613
H10 0.50904 4.15631 -4.99303
H11 1.11174 1.80201 -4.57773
H12 1.20224 0.93761 -2.26933
C15 -2.55996 2.02211 -1.01973
C16 -3.49046 0.85261 -1.02513
C17 -4.79176 1.02481 -1.48933
C18 -5.69546 -0.01999 -1.50303
C19 -5.30576 -1.27389 -1.05663
C20 -4.02016 -1.46859 -0.59493
C21 -3.10516 -0.41059 -0.57453
P2 -1.47176 -0.76299 0.19097
C22 -1.24516 -2.52739 -0.23313
C23 -1.31516 -3.51799 0.74667
C24 -1.18386 -4.84789 0.39307
C25 -0.97246 -5.19139 -0.93183
C26 -0.88816 -4.20789 -1.90413
C27 -1.02286 -2.86589 -1.57763
C28 -0.99766 -1.80939 -2.64403
C29 -1.89256 -0.71589 1.97067
C30 -3.19616 -0.53909 2.43057
C31 -3.44046 -0.33759 3.77687
C32 -2.38086 -0.27369 4.66517
C33 -1.08166 -0.45189 4.21867
C34 -0.81246 -0.69489 2.87437
C35 0.56924 -1.02259 2.41837
H13 -2.60106 2.54691 -1.97263
H14 -1.53156 1.69241 -0.84113
H15 -2.84196 2.73221 -0.24143
H16 -5.09756 2.00011 -1.83663
H17 -6.70056 0.13951 -1.85883
H18 -6.00446 -2.09569 -1.06193
H19 -3.72236 -2.44609 -0.24223
H20 -1.50596 -3.24479 1.77667
H21 -1.26436 -5.61539 1.14667
H22 -0.88556 -6.22839 -1.21433
H23 -0.74156 -4.48939 -2.93743
H24 -0.62916 -2.22009 -3.58153
H25 -0.35846 -0.96299 -2.35663
H26 -2.00556 -1.42779 -2.82173
H27 -4.02416 -0.55269 1.74057
H28 -4.45416 -0.22849 4.12777
H29 -2.56666 -0.09479 5.71117
H30 -0.26936 -0.42459 4.93077
H31 0.69904 -2.11349 2.47947
H32 1.31514 -0.57749 3.09777
O3 1.86014 -2.39229 0.30657
C36 2.37284 -1.99449 -0.75213
O4 1.83454 -1.04269 -1.37413
C37 3.67054 -2.59849 -1.31793
N1 4.71714 -1.53209 -1.45443
C38 5.81464 -1.86359 -0.50093
C39 5.79094 -3.38239 -0.45663
C40 4.29154 -3.67789 -0.41913
H33 3.41674 -2.98099 -2.31193
H34 4.35484 -0.54289 -1.22133
H35 5.08444 -1.51139 -2.40913
H36 5.57384 -1.43639 0.47587
H37 6.76314 -1.45379 -0.84543
H38 6.32104 -3.78649 0.40197
H39 6.24814 -3.79179 -1.35913
H40 3.90414 -3.57609 0.59817
H41 4.06214 -4.67949 -0.77353

Cartesian forces, eV/Å:
-0.985 -0.704 0.392
-0.204 0.172 0.480
1.584 1.818 -1.229
0.555 -0.467 1.047
-0.095 -0.327 0.080
0.605 1.902 -0.325
-0.208 -0.613 -0.016
0.013 -0.167 -0.086
0.116 0.066 -0.070
-0.082 -0.129 -0.017
-0.054 0.093 0.074
0.005 -0.047 -0.129
-0.186 -0.439 0.084
0.017 -0.095 0.117
-0.017 0.005 0.023
-0.020 -0.017 0.010
0.002 -0.028 -0.060
-0.016 -0.006 0.227
-0.157 -0.196 0.143
-0.014 -0.087 -0.107
0.081 0.072 -0.042
0.027 0.043 0.014
-0.031 0.034 0.055
-0.075 -0.019 0.030
-0.022 0.137 0.107
-0.037 0.101 0.044
-0.033 0.096 -0.014
0.012 0.043 -0.098
0.026 -0.053 -0.077
-0.001 0.101 -0.125
0.078 -0.049 0.086
0.105 -0.108 0.045
-0.070 -0.075 0.046
0.101 0.063 0.016
-0.016 -0.051 0.049
0.188 -0.070 -0.028
0.231 0.316 -0.286
-1.676 -0.794 0.450
0.295 0.117 0.145
-0.011 0.139 -0.049
-0.023 -0.059 0.102
0.025 0.038 0.000
-0.018 0.028 -0.004
0.031 0.168 0.039
-0.003 0.054 -0.027
0.389 0.206 0.094
0.060 -0.012 -0.119
0.008 -0.014 -0.005
0.053 -0.023 -0.050
0.102 -0.012 -0.049
-0.666 0.071 -0.114
0.118 -0.609 0.115
0.134 0.037 -0.047
-0.243 0.176 -0.116
0.064 0.057 0.052
-0.016 0.123 -0.062
-0.113 0.023 -0.061
-0.050 -0.091 -0.003
-0.029 -0.063 -0.009
0.013 -0.018 0.039
0.007 -0.074 0.082
0.023 -0.134 -0.016
0.016 0.001 -0.089
0.072 0.054 -0.034
-0.189 -0.122 -0.186
0.032 0.038 -0.032
-0.073 0.029 -0.061
-0.110 0.052 0.031
-0.008 0.018 0.172
0.106 0.010 0.033
0.115 0.185 -0.129
-0.046 -0.040 -0.413
0.019 -0.222 0.602
0.934 -1.088 -0.715
-0.475 0.693 -0.219
-0.652 -0.487 0.314
-0.021 0.754 -0.268
0.654 -0.414 0.328
-0.130 0.049 -0.015
0.092 -0.059 0.036
0.109 0.136 0.103
0.077 -0.435 -0.137
-0.118 -0.025 0.189
-0.103 0.053 -0.177
-0.162 0.141 -0.045
0.014 0.043 0.002
0.032 -0.013 -0.001
0.019 -0.019 -0.147
-0.107 0.016 0.009

Properties
- Net charge: +2
- ΔE to the lowest compared entry with this formula, charge and spin: 0.000 eV
- Molar mass: 709.59 g/mol
- HOMO level: -13.781 eV

Charges per atom according to Löwdin partitioning, unit e: 0.96, 0.09, -0.63, -0.15, -0.15, 1.09, -0.35, -0.09, -0.05, -0.04, -0.05, -0.09, -0.37, -0.07, -0.05, -0.05, -0.05, -0.09, 0.12, 0.12, 0.11, 0.12, 0.12, 0.11, 0.08, 0.10, 0.12, 0.12, 0.11, 0.08, -0.04, -0.26, -0.02, -0.04, -0.05, -0.09, -0.31, 1.09, -0.34, -0.07, -0.05, -0.04, -0.02, -0.28, -0.04, -0.33, -0.05, -0.05, -0.04, -0.02, -0.32, -0.16, 0.10, 0.01, 0.10, 0.12, 0.12, 0.12, 0.12, 0.11, 0.12, 0.12, 0.12, 0.09, 0.05, 0.09, 0.10, 0.12, 0.12, 0.12, 0.09, 0.10, 0.00, -0.56, -0.05, -0.12, 0.10, -0.10, -0.13, -0.10, 0.18, 0.11, 0.19, 0.14, 0.14, 0.13, 0.13, 0.13, 0.13

---

Here is a structure of composition C25H34As2CrO10 from OMol25. Energies are from wB97M-V/def2-TZVPD.

Element x y z (Å)
Cr1 1.49100 0.72737 0.21904
C1 1.60277 2.88593 0.57436
C2 2.54625 2.22751 1.41667
C3 3.50609 1.58351 0.59276
C4 3.15186 1.81171 -0.75331
C5 1.98005 2.63166 -0.77265
C6 1.33360 3.19285 -1.99989
C7 3.92608 1.34418 -1.94506
C8 4.68337 0.80964 1.07922
C9 2.58065 2.25966 2.91303
C10 0.48792 3.76219 1.04856
H1 1.83141 4.12481 -2.27631
H2 0.28123 3.41671 -1.83398
H3 1.40848 2.51062 -2.84443
H4 4.80420 1.97751 -2.07967
H5 3.33199 1.38802 -2.85489
H6 4.27548 0.31913 -1.82363
H7 5.51138 1.49556 1.27375
H8 5.01458 0.07637 0.34641
H9 4.45556 0.27912 2.00237
H10 3.41858 2.87708 3.24232
H11 2.71698 1.26254 3.33324
H12 1.66516 2.67345 3.33173
H13 0.87397 4.75385 1.29690
H14 0.01836 3.35682 1.94528
H15 -0.27825 3.88370 0.28755
C11 -2.83574 0.73101 3.60914
O1 -1.42795 0.85223 3.27116
C12 -0.98220 0.44833 2.10521
O2 0.20212 0.62280 1.86696
C13 -1.88308 -0.09428 1.03598
C14 -2.41197 -1.31162 1.01221
As1 -3.34229 -2.08244 -0.54939
C15 -2.62939 -3.89309 -0.40258
C16 -1.99037 -1.50963 -1.87029
C17 -1.36556 -0.33839 -1.83029
As2 -1.75898 1.07958 -0.53388
C18 -3.62342 1.41193 -0.93714
C19 -0.07945 -0.03233 -2.52847
O3 0.91945 0.21420 -1.86684
O4 0.04932 0.02156 -3.83165
C20 -1.06468 -0.18829 -4.74621
C21 -1.93392 -2.47114 -3.04864
O5 -2.97042 -2.68372 -3.61467
O6 -0.79849 -2.98363 -3.50542
C22 0.43512 -2.94004 -2.74623
C23 -2.40087 -2.21736 2.21698
O7 -3.31008 -2.96349 2.46841
O8 -1.30998 -2.06650 2.96384
C24 -1.27084 -2.85424 4.17793
H16 -2.93064 1.16828 4.59554
H17 -3.14297 -0.30882 3.63817
H18 -3.44525 1.28352 2.90066
H19 -3.18132 -4.40513 0.37886
H20 -1.56394 -3.87389 -0.17304
H21 -2.81186 -4.38737 -1.35495
H22 -4.19008 0.49500 -1.04471
H23 -3.66885 1.98130 -1.86280
H24 -4.04139 2.01275 -0.13289
H25 -1.10337 -1.23446 -5.02829
H26 -0.84059 0.42246 -5.61222
H27 -2.00129 0.12111 -4.29392
H28 1.14157 -2.31310 -3.28578
H29 0.80849 -3.95909 -2.70908
H30 0.27469 -2.57091 -1.73613
H31 -0.50672 -2.40041 4.79773
H32 -1.00217 -3.87745 3.92953
H33 -2.23584 -2.84282 4.67417
O9 2.24611 -0.99346 0.85813
C25 1.38624 -1.95490 0.95806
O10 0.20129 -1.88535 0.62559
H34 1.77280 -2.86021 1.44192

Cartesian forces, eV/Å:
-0.514 0.836 -0.356
-0.093 -0.123 0.035
0.091 -0.098 0.210
0.116 -0.109 0.099
0.177 0.136 -0.126
0.037 -0.164 -0.011
0.012 -0.011 0.062
-0.110 -0.076 0.027
0.000 -0.046 0.020
-0.038 -0.069 -0.055
0.034 0.005 0.031
-0.012 0.001 -0.016
-0.035 0.003 0.028
0.032 -0.005 0.003
0.022 0.020 -0.019
-0.021 0.008 0.008
-0.008 -0.004 0.039
0.010 -0.018 0.004
-0.018 0.015 0.000
-0.009 0.016 -0.017
-0.006 0.012 0.019
0.011 0.003 -0.045
0.020 -0.012 -0.047
-0.013 -0.022 0.004
0.004 -0.003 -0.008
-0.038 0.003 -0.048
0.268 0.020 -0.085
-0.351 -0.019 0.161
-0.444 -0.386 -0.130
0.432 0.123 -0.064
0.027 0.377 0.079
-0.153 -0.139 0.182
0.074 0.165 0.083
0.044 -0.049 -0.046
-0.169 -0.329 -0.193
0.382 0.294 0.045
0.434 -0.055 0.155
-0.132 -0.047 -0.027
-0.451 -0.113 -0.386
0.310 -0.230 0.727
-0.213 -0.094 -0.209
0.160 0.118 0.104
0.020 0.296 0.271
-0.098 -0.061 0.022
0.367 -0.125 0.283
-0.196 -0.125 -0.119
0.155 0.194 -0.257
-0.102 -0.083 -0.030
-0.178 0.012 0.319
0.053 0.055 -0.193
0.059 0.032 0.032
0.013 -0.052 0.020
-0.019 0.033 -0.094
0.005 -0.049 0.016
-0.042 -0.014 0.020
0.002 -0.062 0.002
-0.139 -0.058 -0.018
-0.009 0.026 -0.025
-0.033 0.033 0.022
0.045 0.025 -0.048
0.015 0.063 -0.011
-0.069 0.029 0.060
0.003 -0.010 0.028
-0.003 -0.020 0.006
-0.021 0.024 0.082
0.053 0.031 0.004
-0.014 -0.049 0.000
-0.066 0.024 0.017
-0.465 -0.345 -0.257
-0.058 0.581 0.306
0.714 -0.213 -0.603
0.139 -0.126 -0.087

Properties
- Net charge: +1
- Multiplicity: 2
- ΔE to the lowest compared entry with this formula, charge and spin: 0.034 eV
- Molar mass: 696.38 g/mol
- HOMO level (alpha / beta): -11.719 / -11.475 eV

Charges per atom according to Löwdin partitioning, unit e: 0.85, -0.26, -0.25, -0.25, -0.25, -0.25, 0.00, 0.01, 0.00, 0.01, -0.01, 0.11, 0.07, 0.07, 0.10, 0.08, 0.09, 0.11, 0.09, 0.09, 0.10, 0.10, 0.08, 0.10, 0.08, 0.06, 0.02, 0.03, -0.50, 0.02, -0.31, -0.30, 1.35, -0.26, -0.30, -0.31, 1.34, -0.28, -0.52, 0.02, 0.03, 0.03, -0.58, 0.13, -0.01, 0.01, -0.56, 0.11, -0.05, 0.01, 0.11, 0.09, 0.10, 0.03, 0.04, 0.04, -0.01, 0.03, 0.03, 0.10, 0.11, 0.10, 0.10, 0.11, 0.07, 0.10, 0.11, 0.10, -0.12, -0.43, -0.03, 0.15

---

no.,calculated total energy (eV)
1,-93508.2630
2,-197043.4607